No. 1
Below is a single C20H28N4O3 molecule, with properties calculated with ωB97M-V/def2-TZVPD.

HOMO	-8.159	eV
orbital gap	7.993	eV
LUMO level	-0.166	eV
calculated total energy	-1223.737331	Eh

```
55
Properties=species:S:1:pos:R:3:forces:R:3
C -4.2555 -1.4486 2.9571 -0.004 -0.072 -0.226
C -4.0837 -1.5720 1.4457 0.141 0.267 0.035
C -3.9643 -0.2200 0.7304 -0.372 -0.261 0.119
C -5.2027 0.6454 1.0007 0.355 0.207 0.130
C -5.0887 2.0065 0.3250 -0.207 -0.158 -0.136
C -4.8499 1.8045 -1.1637 0.288 0.118 0.104
C -3.6257 0.9149 -1.3530 -0.326 0.123 -0.186
N -3.8455 -0.3731 -0.7194 -0.046 0.159 0.011
C -2.9793 -1.4193 -1.2157 0.269 -0.255 0.142
C -1.4811 -1.3379 -0.8432 -0.251 0.109 -0.256
C -0.6440 -0.5877 -1.8813 -0.234 0.123 0.166
N 0.7454 -0.5337 -1.4946 -0.017 -0.251 -0.107
C 1.3099 0.5640 -0.9858 0.244 -0.376 -0.095
O 0.6891 1.6348 -0.8711 -0.120 0.305 0.084
C 2.7265 0.4622 -0.5801 -0.074 0.214 0.051
C 3.3690 1.6190 -0.0904 0.237 -0.412 -0.028
O 2.7449 2.7631 0.0196 -0.241 -0.032 -0.079
N 4.6503 1.6144 0.2876 -0.178 0.599 0.097
C 5.3461 0.5083 0.2116 -0.192 -0.082 -0.071
C 6.7179 0.5276 0.6158 0.399 -0.389 0.019
C 7.2690 1.8242 1.0997 -0.052 0.029 -0.008
C 7.4508 -0.6211 0.5428 -0.324 0.393 0.004
C 6.8633 -1.8149 0.0744 -0.370 -0.096 -0.131
C 5.5626 -1.8102 -0.3042 0.503 -0.696 -0.026
N 4.8131 -0.6754 -0.2404 0.177 0.369 0.137
C 3.4454 -0.7542 -0.6669 -0.353 0.157 -0.054
O 3.0338 -1.8430 -1.0562 0.113 -0.119 -0.005
H -5.2364 -1.0641 3.2213 -0.068 0.053 0.083
H -3.4987 -0.7877 3.3747 0.066 0.079 0.114
H -4.1454 -2.4272 3.4198 0.001 -0.038 0.097
H -4.9288 -2.1195 1.0243 0.009 -0.080 -0.110
H -3.1781 -2.1520 1.2652 -0.017 -0.093 -0.082
H -3.0826 0.3121 1.1417 -0.027 -0.040 -0.006
H -6.0784 0.1205 0.6150 -0.063 -0.103 0.033
H -5.3248 0.7865 2.0740 -0.043 -0.040 0.053
H -5.9973 2.5877 0.4950 0.038 0.062 0.044
H -4.2498 2.5589 0.7560 0.012 0.064 0.041
H -5.7167 1.3157 -1.6112 -0.023 -0.008 -0.080
H -4.6915 2.7605 -1.6658 -0.025 0.027 -0.048
H -3.4574 0.7476 -2.4195 0.087 0.014 0.020
H -2.7445 1.4343 -0.9378 0.052 -0.009 -0.067
H -3.0722 -1.4160 -2.3062 -0.036 -0.076 0.010
H -3.3820 -2.3727 -0.8690 0.057 0.009 -0.105
H -1.3703 -0.8411 0.1216 0.069 -0.022 0.086
H -1.0796 -2.3493 -0.7439 0.027 -0.020 0.069
H -0.7178 -1.0878 -2.8520 -0.038 0.080 0.035
H -0.9874 0.4429 -1.9823 -0.015 -0.156 -0.103
H 1.3027 -1.3837 -1.5072 0.062 0.207 0.040
H 1.7912 2.6021 -0.2995 0.306 -0.109 0.064
H 7.1555 2.5816 0.3274 0.034 0.120 0.001
H 6.6973 2.1673 1.9593 0.012 0.104 0.068
H 8.3165 1.7267 1.3696 0.071 -0.019 0.016
H 8.4874 -0.6225 0.8439 0.106 0.064 0.047
H 7.4397 -2.7229 0.0163 -0.027 -0.116 -0.037
H 5.0329 -2.6753 -0.6750 0.011 0.074 0.022
```
Positions in Å, forces in eV/Å.

=====

No. 2
Below is a single C5H7N molecule in a non-equilibrium geometry, with properties calculated with ωB97M-V/def2-TZVPD.

HOMO	-9.520	eV
orbital gap	10.667	eV
LUMO level	1.148	eV
calculated total energy	-249.353462	Eh

```
13
Properties=species:S:1:pos:R:3:forces:R:3
C -2.1907 -0.8777 1.6389 0.392 -0.056 -0.381
C -1.3584 -0.9773 0.7721 -0.326 -0.481 0.306
C -0.3847 -1.3695 -0.2742 -0.036 -1.059 0.025
N 0.8449 -0.6330 -0.1257 -1.079 0.995 0.468
C 0.8006 0.4233 -0.8108 0.259 0.376 0.085
C 1.3924 1.6492 -0.2441 0.504 0.280 -0.153
H -2.9198 -0.8589 2.4219 0.180 0.185 -0.212
H -0.0898 -2.3800 -0.0642 -0.537 -0.936 -0.168
H -0.8707 -1.2768 -1.2614 0.215 -0.094 0.133
H 0.2292 0.4779 -1.7518 -0.283 0.172 0.289
H 1.5800 1.4685 0.8186 0.153 0.142 -0.308
H 2.3044 1.8930 -0.7738 0.309 0.525 -0.001
H 0.6625 2.4614 -0.3455 0.248 -0.049 -0.082
```
Positions in Å, forces in eV/Å.

=====

No. 3
Below is a molecular structure, C36H52BrN3OP2Pt in a non-equilibrium geometry, with properties calculated with ωB97M-V/def2-TZVPD.

HOMO (spin up / spin down)	-18.202 / -18.166	eV
orbital gap (spin up / spin down)	7.366 / 3.812	eV
LUMO level (spin up / spin down)	-10.836 / -14.354	eV
2S+1	5
charge	+4
calculated total energy	-5016.924590	Eh

```
96
Properties=species:S:1:pos:R:3:forces:R:3
N -4.7709 3.0314 -5.3368 2.548 -2.529 2.003
C -4.5717 3.2853 -4.0465 -1.258 1.230 0.292
C -3.7355 2.4750 -3.2745 0.176 -0.357 -0.773
C -2.9724 1.4506 -3.8975 -0.284 0.830 -0.781
C -3.2490 1.1666 -5.2589 0.053 0.778 1.145
C -4.1550 2.0122 -5.9276 -0.658 -0.042 -1.764
C -1.7815 1.0309 -3.1034 -1.838 1.077 -0.099
Pt -0.0676 -0.0342 -2.5420 -0.095 -2.082 1.585
P 2.0225 -0.4716 -2.2009 3.619 -1.106 -0.194
C -0.4743 1.7288 -3.3406 -0.719 2.942 -0.513
C -0.1502 2.8510 -2.4363 -0.164 -1.979 -1.766
C 0.9586 3.6673 -2.7311 0.725 0.882 0.721
C 1.4876 4.4509 -1.7155 -0.015 -0.611 -1.003
C 0.8906 4.4106 -0.4369 -0.441 0.773 -0.614
C -0.3749 3.8422 -0.2518 -0.678 -1.111 -0.947
C -0.8730 3.0156 -1.2590 0.093 0.878 2.220
Br 1.6619 5.3437 0.9252 0.345 0.334 0.539
H -2.1107 0.8334 -2.0424 0.407 0.118 -0.809
H -0.0997 1.7881 -4.3725 -0.354 0.209 0.263
H -3.6163 2.7113 -2.2142 -0.159 0.082 -0.480
H -2.7538 0.3392 -5.7729 -0.312 0.437 -0.122
H -5.0933 4.1464 -3.6094 0.162 -0.282 -0.129
H -4.3832 1.8479 -6.9881 0.064 0.007 0.260
H 1.4002 3.6250 -3.7272 -0.014 0.150 0.293
H -1.7773 2.4471 -1.0638 0.205 0.300 0.059
H 2.3603 5.0771 -1.8913 -0.128 -0.185 0.098
H -0.9551 4.0049 0.6475 0.170 -0.044 -0.040
P -0.8774 -2.0847 -1.9402 -0.156 -1.346 -0.216
C 2.9033 1.1064 -1.9805 -0.696 0.587 0.294
C 4.4240 1.1092 -1.9653 0.370 0.036 -0.164
H 2.5005 1.5221 -1.0440 0.106 0.042 -0.082
H 2.5456 1.7806 -2.7745 0.091 -0.318 0.183
H 4.7626 2.1280 -1.7513 -0.026 -0.143 -0.026
H 4.8452 0.4472 -1.2157 0.042 0.192 -0.163
H 4.8387 0.8324 -2.9338 -0.035 0.022 -0.011
C 2.8024 -1.2173 -3.6911 -0.667 0.225 -0.131
C 4.0943 -2.0101 -3.5524 0.419 -0.145 0.046
H 2.9576 -0.3614 -4.3607 -0.098 -0.144 -0.057
H 2.0221 -1.8416 -4.1467 0.222 0.082 -0.042
H 4.3669 -2.3776 -4.5465 -0.044 0.003 0.156
H 4.9420 -1.4112 -3.2025 -0.267 -0.087 -0.001
H 3.9963 -2.8839 -2.9026 -0.043 0.110 -0.054
C 2.4784 -1.5449 -0.7898 -0.564 -0.148 0.212
C 3.8277 -1.4075 -0.1004 0.523 -0.093 0.154
H 2.3588 -2.5770 -1.1376 -0.076 0.079 -0.068
H 1.7048 -1.3773 -0.0395 -0.085 -0.009 0.035
H 3.8444 -2.0511 0.7838 -0.132 -0.030 -0.142
H 4.6681 -1.7348 -0.7269 -0.255 0.281 0.128
H 3.9963 -0.3939 0.2661 0.025 -0.151 -0.048
C -0.5585 -2.8399 -0.2987 0.158 0.390 0.067
C -1.4928 -4.0034 0.0271 -0.287 -0.239 0.024
H -0.6419 -2.0400 0.4527 0.048 -0.207 -0.122
H 0.4910 -3.1696 -0.2953 -0.400 0.088 -0.070
H -2.4851 -3.6533 0.3283 0.186 -0.091 -0.104
H -1.6170 -4.6933 -0.8161 0.058 0.103 0.227
H -1.0871 -4.5843 0.8603 -0.021 0.089 -0.134
C -0.3949 -3.3760 -3.1339 0.218 0.022 0.304
C -0.5174 -3.0008 -4.6102 -0.078 -0.184 -0.233
H -1.0389 -4.2346 -2.8923 0.327 0.055 -0.138
H 0.6434 -3.6485 -2.8820 -0.285 -0.031 -0.073
H -1.5541 -3.0661 -4.9573 0.159 0.023 0.065
H -0.1505 -1.9907 -4.8282 0.027 -0.113 0.070
H 0.0716 -3.7114 -5.2056 -0.228 0.238 0.078
C -2.6940 -1.9414 -2.1462 0.475 0.312 0.302
C -3.3685 -1.2961 -0.9280 -0.469 0.259 0.171
H -3.0706 -2.9453 -2.3519 -0.111 0.086 -0.041
H -2.8307 -1.3185 -3.0411 -0.118 -0.397 0.074
H -4.1991 -0.6630 -1.2718 0.083 -0.251 0.252
H -3.7854 -2.0504 -0.2400 0.172 0.394 -0.344
H -2.7027 -0.6462 -0.3315 -0.098 -0.227 -0.203
C -0.2939 0.6395 6.1454 0.340 -0.217 0.917
N -0.5638 1.3345 4.9047 -1.188 -1.015 -0.647
N -1.4973 0.9024 4.0413 -0.047 -0.409 0.609
C -1.4516 1.6658 2.8549 -0.403 -0.010 -0.741
O -2.1705 1.4455 1.8694 1.042 0.318 1.349
C -0.4110 2.6313 3.1289 0.208 0.076 -0.086
C 0.1087 2.3745 4.3700 0.477 1.156 -0.482
C 1.1973 3.0604 5.1118 0.446 0.393 -0.025
C -2.4195 -0.1140 4.3942 -0.616 -0.871 0.273
C -3.2600 0.0724 5.4978 0.181 0.016 -0.162
C -4.1148 -0.9561 5.8811 -0.015 -0.052 -0.112
C -4.1223 -2.1630 5.1689 0.234 0.111 -0.101
C -3.2627 -2.3457 4.0741 -0.162 0.222 0.007
C -2.4245 -1.3098 3.6663 0.097 0.151 0.154
H 0.6816 0.9692 6.5106 -0.253 -0.006 -0.103
H -0.2593 -0.4464 5.9980 -0.156 0.266 -0.210
H -1.0482 0.8659 6.9087 0.168 0.013 -0.263
H -0.0964 3.3993 2.4451 0.116 -0.006 0.149
H 0.8129 3.6734 5.9437 0.035 -0.303 -0.249
H 1.9402 2.3536 5.5136 -0.256 0.260 -0.171
H 1.7117 3.7395 4.4185 -0.112 -0.213 0.276
H -3.2262 1.0183 6.0419 -0.171 -0.267 -0.120
H -4.7767 -0.8076 6.7366 0.195 -0.111 -0.302
H -4.7944 -2.9678 5.4714 0.237 0.248 -0.070
H -3.2481 -3.2932 3.5318 -0.071 0.294 0.224
H -1.7405 -1.4065 2.8191 -0.249 -0.107 0.265
```
Positions in Å, forces in eV/Å.